1.
{"formula": "C7H23NO4", "method": "ωB97M-V with the def2-TZVPD basis set", "symbols": ["C", "C", "C", "C", "C", "N", "C", "C", "H", "H", "H", "H", "H", "H", "H", "H", "H", "H", "H", "H", "H", "H", "H", "H", "H", "O", "H", "H", "O", "H", "H", "O", "H", "H", "O"], "positions_angstrom": [[0.14, -1.69, 0.23], [-0.85, -1.74, 1.43], [-1.83, -0.65, 1.29], [-3.03, -0.85, 0.75], [1.38, -0.93, 0.48], [1.89, -0.14, -0.69], [3.21, 0.42, -0.32], [2.02, -0.88, -1.96], [-0.56, -1.40, -0.57], [0.50, -2.69, -0.11], [-0.26, -1.60, 2.36], [-1.25, -2.74, 1.47], [-1.51, 0.33, 1.62], [-3.66, 0.04, 0.67], [-3.35, -1.79, 0.34], [1.27, -0.14, 1.30], [2.27, -1.40, 0.93], [3.91, 0.56, -1.14], [2.99, 1.34, 0.20], [3.71, -0.21, 0.43], [3.04, -1.31, -2.16], [1.26, -1.61, -2.20], [1.95, -0.13, -2.75], [-0.46, 2.68, 1.37], [-0.68, 2.97, -0.15], [-1.04, 3.12, 0.74], [-2.25, -0.31, -2.14], [-1.14, 0.11, -3.17], [-1.86, -0.51, -2.99], [-0.34, 0.75, 2.69], [0.92, 0.94, 3.57], [0.44, 1.31, 2.83], [-1.27, 1.25, -0.77], [0.19, 0.92, -1.10], [-0.60, 1.36, -1.45]], "relative_energy_kcal_mol": 41.0, "total_energy_ha": -636.1451, "homo_energy_ev": -9.1, "charge": 0, "smiles": "C=CCCCN(C)C.O.O.O.O"}

***

2.
{"formula": "C7H25Ca3O20PS3", "method": "ωB97M-V with the def2-TZVPD basis set", "symbols": ["Ca", "Ca", "Ca", "S", "O", "O", "O", "O", "S", "O", "O", "O", "O", "S", "O", "O", "O", "O", "C", "O", "H", "H", "H", "H", "C", "O", "H", "H", "H", "H", "C", "O", "H", "H", "H", "H", "C", "O", "H", "H", "H", "H", "C", "O", "P", "O", "O", "C", "O", "C", "H", "H", "H", "H", "H", "H", "H", "H", "H"], "positions_angstrom": [[-17.71, 2.04, 6.96], [-19.69, 4.75, 4.78], [-22.15, 4.03, 7.78], [-20.74, 1.60, 6.45], [-19.72, 1.04, 7.28], [-21.86, 1.96, 7.33], [-20.17, 2.76, 5.87], [-21.12, 0.67, 5.37], [-19.31, 4.96, 7.86], [-18.93, 6.26, 8.45], [-18.24, 4.18, 7.24], [-20.09, 4.15, 8.81], [-20.32, 5.15, 6.86], [-22.41, 4.50, 4.29], [-23.63, 4.48, 3.48], [-21.52, 3.55, 3.71], [-21.69, 5.76, 4.22], [-22.57, 4.25, 5.71], [-22.60, 7.16, 7.49], [-22.38, 6.24, 8.53], [-21.67, 7.70, 7.30], [-22.97, 6.74, 6.55], [-23.36, 7.90, 7.76], [-21.92, 6.69, 9.24], [-19.40, 8.92, 10.50], [-20.25, 7.92, 10.05], [-19.13, 8.81, 11.55], [-18.50, 8.91, 9.88], [-19.96, 9.85, 10.38], [-19.73, 7.27, 9.55], [-16.93, 7.13, 4.80], [-18.20, 6.65, 5.29], [-17.08, 7.77, 3.93], [-16.30, 7.76, 5.41], [-16.31, 6.27, 4.53], [-18.12, 6.81, 6.23], [-15.85, 7.43, 8.38], [-17.06, 8.07, 7.87], [-15.03, 8.15, 8.35], [-16.00, 7.35, 9.45], [-15.63, 6.46, 7.93], [-17.83, 7.61, 8.21], [-18.84, 4.04, 11.38], [-17.51, 3.69, 11.48], [-16.82, 2.46, 10.75], [-17.04, 2.32, 9.27], [-17.16, 1.28, 11.84], [-18.32, 0.51, 11.49], [-15.28, 2.94, 11.10], [-14.33, 1.90, 11.30], [-19.14, 4.98, 10.93], [-19.28, 4.30, 12.34], [-19.50, 3.26, 10.99], [-18.17, -0.43, 10.96], [-19.07, 1.01, 10.87], [-18.76, 0.29, 12.47], [-13.79, 2.37, 12.12], [-13.71, 1.78, 10.40], [-14.77, 0.96, 11.61]], "total_energy_ha": -5355.6896, "homo_energy_ev": -7.6, "charge": 0}

***

3.
{"formula": "C7H27BNO7PSi2", "method": "ωB97M-V with the def2-TZVPD basis set", "symbols": ["N", "P", "O", "O", "Si", "O", "Si", "C", "B", "O", "O", "H", "H", "H", "H", "H", "H", "H", "H", "H", "H", "H", "C", "C", "C", "O", "H", "H", "H", "H", "H", "H", "H", "H", "C", "C", "C", "O", "H", "H", "H", "H", "H", "H", "H", "H"], "positions_angstrom": [[4.66, -4.11, -3.54], [3.44, -3.31, -3.03], [2.98, -3.69, -1.53], [2.03, -3.46, -3.80], [3.85, -1.08, -3.10], [2.44, -0.24, -2.91], [1.56, -0.02, -1.51], [-0.21, -0.55, -1.66], [-0.53, -1.91, -2.37], [-0.79, -3.08, -1.69], [-0.55, -1.99, -3.75], [4.50, -4.68, -4.36], [3.77, -3.91, -1.01], [1.70, -2.62, -4.15], [4.90, -0.69, -2.14], [4.32, -0.86, -4.48], [1.62, 1.42, -1.22], [2.25, -0.74, -0.41], [-0.69, 0.27, -2.19], [-0.59, -0.56, -0.63], [-0.89, -2.95, -0.74], [-0.53, -2.91, -4.03], [-2.17, 3.31, 1.23], [-0.76, 3.62, 0.78], [-0.54, 5.11, 0.58], [-0.44, 2.90, -0.41], [-2.89, 3.64, 0.48], [-2.30, 2.23, 1.37], [-2.41, 3.80, 2.17], [-0.05, 3.25, 1.52], [-1.21, 5.50, -0.19], [0.49, 5.31, 0.27], [-0.73, 5.67, 1.50], [-1.04, 3.19, -1.11], [-2.44, -1.22, 2.80], [-1.87, -0.06, 3.59], [-1.51, -0.46, 5.02], [-2.76, 1.05, 3.59], [-3.36, -1.58, 3.27], [-2.68, -0.91, 1.78], [-1.74, -2.06, 2.76], [-0.97, 0.31, 3.09], [-2.41, -0.80, 5.55], [-1.09, 0.38, 5.56], [-0.79, -1.28, 5.03], [-3.58, 0.78, 4.03]], "total_energy_ha": -1809.7705, "homo_energy_ev": -8.8, "charge": 0}

***

4.
{"formula": "C7H28AsF6N14O7Tl", "method": "ωB97M-V with the def2-TZVPD basis set", "symbols": ["Tl", "As", "F", "F", "F", "F", "F", "F", "C", "O", "N", "N", "H", "H", "H", "H", "C", "O", "N", "N", "H", "H", "H", "H", "C", "O", "N", "N", "H", "H", "H", "H", "C", "O", "N", "N", "H", "H", "H", "H", "C", "O", "N", "N", "H", "H", "H", "H", "C", "O", "N", "N", "H", "H", "H", "H", "C", "O", "N", "N", "H", "H", "H", "H"], "positions_angstrom": [[-23.75, -15.27, 10.24], [-23.17, -16.33, 14.50], [-21.55, -15.72, 14.11], [-23.76, -15.56, 12.98], [-24.83, -16.85, 14.79], [-22.61, -17.06, 15.98], [-23.50, -14.82, 15.33], [-22.79, -17.77, 13.60], [-20.43, -17.21, 11.19], [-21.60, -17.02, 10.84], [-19.56, -17.95, 10.43], [-19.86, -16.71, 12.30], [-18.58, -17.79, 10.55], [-19.82, -18.21, 9.50], [-18.92, -16.98, 12.51], [-20.30, -16.07, 12.94], [-26.43, -17.07, 7.78], [-25.82, -16.67, 8.78], [-27.51, -16.39, 7.25], [-26.10, -18.19, 7.08], [-27.83, -16.64, 6.33], [-27.69, -15.45, 7.55], [-25.21, -18.59, 7.29], [-26.47, -18.21, 6.15], [-27.18, -16.20, 12.00], [-26.33, -15.63, 11.28], [-28.51, -15.96, 11.88], [-26.83, -17.18, 12.86], [-28.63, -15.11, 11.33], [-29.12, -16.24, 12.63], [-27.56, -17.53, 13.46], [-25.87, -17.26, 13.19], [-23.86, -14.48, 6.36], [-24.08, -14.93, 7.49], [-24.13, -13.20, 6.01], [-23.16, -15.19, 5.42], [-23.78, -12.79, 5.17], [-24.49, -12.61, 6.74], [-22.82, -16.12, 5.59], [-23.06, -14.70, 4.55], [-20.32, -14.60, 8.28], [-21.48, -14.77, 8.69], [-19.56, -15.64, 7.87], [-19.83, -13.35, 8.06], [-18.69, -15.43, 7.42], [-20.00, -16.53, 7.99], [-18.93, -13.24, 7.63], [-20.54, -12.67, 7.84], [-25.19, -12.52, 12.88], [-24.57, -13.02, 11.92], [-25.16, -13.04, 14.11], [-25.96, -11.41, 12.73], [-24.57, -13.81, 14.40], [-25.90, -12.80, 14.75], [-26.78, -11.29, 13.29], [-25.98, -11.01, 11.81], [-23.04, -11.38, 9.24], [-23.19, -12.56, 9.60], [-21.85, -10.76, 9.13], [-24.10, -10.64, 8.81], [-21.73, -9.92, 8.60], [-21.06, -11.17, 9.61], [-23.90, -9.72, 8.48], [-25.05, -10.93, 8.96]], "relative_energy_kcal_mol": 0.0, "total_energy_ha": -4583.9648, "homo_energy_ev": -14.8, "charge": 2}

***

5.
{"formula": "C7H28N14O7", "method": "ωB97M-V with the def2-TZVPD basis set", "symbols": ["C", "O", "N", "N", "H", "H", "H", "H", "C", "O", "N", "N", "H", "H", "H", "H", "C", "O", "N", "N", "H", "H", "H", "H", "C", "O", "N", "N", "H", "H", "H", "H", "C", "O", "N", "N", "H", "H", "H", "H", "C", "O", "N", "N", "H", "H", "H", "H", "C", "O", "N", "N", "H", "H", "H", "H"], "positions_angstrom": [[-0.69, -4.67, -2.59], [-1.32, -3.64, -2.75], [0.60, -4.73, -2.11], [-1.24, -5.90, -2.81], [0.90, -5.66, -2.31], [1.17, -3.91, -2.02], [-2.16, -5.81, -3.21], [-0.86, -6.81, -2.62], [-4.03, 1.92, 4.59], [-4.64, 0.88, 4.49], [-3.98, 2.65, 5.78], [-3.34, 2.49, 3.57], [-3.03, 2.78, 6.08], [-4.72, 2.70, 6.45], [-3.19, 1.90, 2.77], [-2.81, 3.33, 3.69], [-0.59, 0.12, 0.11], [-1.42, 0.47, 0.97], [0.45, 0.89, -0.21], [-0.73, -1.04, -0.59], [1.18, 0.49, -0.78], [0.50, 1.83, 0.17], [-1.51, -1.64, -0.40], [0.04, -1.28, -1.18], [0.12, -0.16, 4.61], [-0.24, 0.03, 5.75], [0.30, -1.42, 4.09], [0.34, 0.80, 3.68], [0.22, -2.20, 4.73], [0.72, -1.55, 3.19], [0.18, 0.63, 2.70], [0.29, 1.79, 3.87], [4.50, 1.35, -0.93], [5.09, 2.08, -0.16], [3.46, 1.74, -1.74], [4.85, 0.03, -1.15], [3.07, 1.14, -2.46], [3.46, 2.72, -2.00], [4.41, -0.46, -1.91], [5.33, -0.44, -0.41], [1.90, -1.48, -3.52], [2.35, -0.40, -3.12], [0.57, -1.63, -3.65], [2.66, -2.51, -3.95], [0.07, -2.49, -3.83], [0.00, -0.85, -3.37], [2.18, -3.18, -4.53], [3.65, -2.43, -4.08], [-1.21, 3.85, -0.72], [-0.04, 3.66, -0.44], [-1.65, 4.94, -1.43], [-2.23, 3.04, -0.30], [-2.65, 5.01, -1.53], [-1.09, 5.48, -2.06], [-2.03, 2.13, 0.10], [-3.14, 3.37, -0.54]], "relative_energy_kcal_mol": 25.2, "total_energy_ha": -1577.0645, "homo_energy_ev": -8.9, "charge": 0, "smiles": "NC(N)=O.NC(N)=O.NC(N)=O.NC(N)=O.NC(N)=O.NC(N)=O.NC(N)=O"}

***

no.,lowest unoccupied orbital energy (eV)
1,0.4
2,-2.1
3,0.4
4,-11.0
5,-0.2